Computed, not measured: a cluster of 2 separate species, CHBrNO2 in total at a distorted geometry, with ωB97M-V/def2-TZVPD.

Output
Maximum force: 1.80 eV/A
Spin multiplicity: 1
Energy relative to the best compared isomer or geometry (same formula, charge and spin): 144.7 kcal/mol
Calculated total energy: -2817.7802 Eh
Charge: -1
LUMO (alpha / beta): 3.232 / 3.229 eV
Frontier orbital gap (alpha / beta): 6.603 / 6.599 eV
HOMO level (alpha / beta): -3.372 / -3.369 eV

Geometry as XYZ:
```
6
Properties=species:S:1:pos:R:3:forces:R:3:lowdin_charge:R:1
C -0.1771 -0.5378 -0.4758 1.5 -0.5 0.8 -0.53
N 1.1206 1.9833 -0.1651 -1.1 -0.4 0.5 -0.39
O 0.4381 2.8625 0.4406 1.3 -0.7 -0.8 -0.22
O 2.2267 2.2436 -0.6455 -0.6 0.4 0.4 -0.19
Br -0.3607 -0.3328 -2.3284 -0.6 0.5 0.5 0.42
H -0.8052 0.0136 0.2509 -0.5 0.7 -1.4 -0.10
```
Forces are in eV/Å.



Computed, not measured: a structure of composition CHCaORb at a distorted geometry, with ωB97M-V/def2-TZVPD.

Output
Maximum force: 5.91 eV/A
Spin multiplicity: 1
Energy relative to the best compared isomer or geometry (same formula, charge and spin): 0.0 kcal/mol
Calculated total energy: -815.3927 Eh
LUMO: -0.481 eV
Frontier orbital gap: 4.375 eV
HOMO level: -4.856 eV

Geometry as XYZ:
```
5
Properties=species:S:1:pos:R:3:forces:R:3:lowdin_charge:R:1
H -0.0365 -1.0269 0.2070 -0.4 -0.1 -0.4 -0.30
O 1.7344 1.8752 0.5159 -0.1 -1.3 0.7 -0.02
C 1.7667 0.9065 1.1169 0.1 1.3 -0.6 -0.03
Ca -1.4762 -2.0350 -1.0926 1.6 -5.6 -0.6 0.22
Rb -1.9884 0.2802 -0.7472 -1.2 5.7 0.9 0.14
```
Forces are in eV/Å.